Record 1
Molecular formula: C12H12MoN4O3Se
Method: DFT, ωB97M-V with the def2-TZVPD basis set

Geometry as XYZ:
```
33
Properties=species:S:1:pos:R:3:forces:R:3
Mo -1.2855 -1.3108 0.7544 -0.0896 0.3314 1.3009
Se -2.8352 -2.8412 -0.3523 -0.1894 -0.4552 -0.2811
C -1.9643 -4.4634 -0.1536 0.0526 -0.0094 -0.0299
N -1.4708 -5.5007 -0.0625 -0.0901 0.1443 0.0099
O 0.3928 -2.5481 0.6405 0.1467 0.4989 -0.1944
C 1.1122 -1.5165 0.2469 -0.3718 -0.1623 0.0851
N 0.3498 -0.3424 0.1856 0.1087 0.0761 -0.0611
C 1.1449 0.7078 -0.3365 0.0485 -0.4343 0.1390
O 0.7600 1.8668 -0.5192 -0.2905 0.0422 -0.0178
C 2.4446 0.1109 -0.5501 0.2350 0.1015 -0.0881
C 3.6236 0.6887 -1.0393 -0.0947 -0.0138 0.0289
C 4.7359 -0.1061 -1.1728 0.0459 -0.1405 0.0221
C 4.7012 -1.4868 -0.8255 0.0422 0.1680 -0.0573
C 3.5644 -2.0741 -0.3428 -0.0626 0.0272 0.0195
C 2.4143 -1.2669 -0.1938 0.1064 -0.1246 0.0020
H 3.6442 1.7384 -1.3077 -0.0088 -0.0455 0.0138
H 5.6573 0.3184 -1.5515 -0.0202 -0.0246 0.0137
H 5.5978 -2.0829 -0.9498 -0.0312 0.0451 -0.0002
H 3.5416 -3.1241 -0.0812 -0.0242 0.0305 -0.0009
C -2.2015 3.6712 -0.2585 0.0622 -0.0215 0.0124
N -1.9475 2.2450 -0.1787 -0.0051 0.1243 0.0084
C -2.8974 1.3445 -0.0228 -0.1146 -0.2361 0.0287
N -4.1818 1.7441 0.0630 -0.0175 -0.0046 0.0214
O -2.6782 0.0946 0.0323 0.0628 0.0968 -0.1324
H -1.2523 4.1618 -0.4509 0.0212 0.0056 0.0017
H -2.6038 4.0661 0.6774 -0.0066 -0.0352 0.0063
H -2.8811 3.9187 -1.0768 -0.0026 -0.0253 -0.0282
H -0.9699 1.9415 -0.3082 0.1874 0.0083 0.0434
H -4.4482 2.7092 0.0293 -0.0175 0.0134 -0.0183
H -4.8817 1.0387 0.2018 -0.0038 -0.0024 0.0104
C -1.6600 -1.2386 2.5879 0.3041 0.0461 -0.7555
H -2.3393 -1.9435 3.0612 -0.1078 -0.0138 -0.0807
H -1.1862 -0.5201 3.2544 0.1249 -0.0105 -0.0220
```
Positions in Å, forces in eV/Å.

Properties
* F_max: 1.35 eV/A
* frontier orbital gap (spin up / spin down): 4.9 / 8.2 eV
* spin multiplicity: 3
* E_HOMO (spin up / spin down): -6.1 / -9.0 eV
* energy above the lowest of the compared OMol25 structures with the same formula, charge and spin: 59.7 kJ/mol
* LUMO (spin up / spin down): -1.21 / -0.77 eV

=====

Record 2
Molecular formula: C12H12N4O2S3
Method: DFT, ωB97M-V with the def2-TZVPD basis set

Geometry as XYZ:
```
33
Properties=species:S:1:pos:R:3:forces:R:3
C 1.2585 -2.5768 -4.7266 -0.0885 0.1450 0.3259
S 0.9371 -1.3601 -3.4260 0.0956 0.1669 -0.2977
C 0.4991 -2.4186 -2.1116 0.0430 -0.5519 -0.2396
N 0.4988 -3.7082 -2.3288 0.1460 0.0142 -0.4955
S 0.0656 -4.5548 -0.9948 -0.1072 0.7556 0.4938
C -0.1474 -3.1411 -0.0289 0.0604 -0.0211 -0.2098
S -0.6276 -3.1094 1.6144 -0.1931 -0.7444 0.5325
C -0.7975 -4.9056 1.8903 0.1079 0.4861 -0.2855
C 0.1335 -2.0094 -0.7955 -0.1556 -0.8041 0.3946
C 0.0071 -0.7161 -0.1451 -0.0186 0.1737 0.0939
O -0.3375 -0.6760 1.0368 0.0767 0.3015 -0.2111
N 0.2781 0.3995 -0.8798 0.0681 0.0225 -0.2295
C 0.2316 1.7606 -0.4914 -0.0450 -0.2804 0.1067
O 0.5131 2.6012 -1.3109 0.0672 0.2824 -0.1809
N -0.1353 1.9496 0.7941 -0.1316 -0.4452 0.3719
C -0.2738 3.1589 1.4688 0.0208 0.6299 0.0365
C -0.0418 4.4067 0.8942 0.0051 -0.0566 -0.0273
C -0.2167 5.5344 1.6783 -0.0554 -0.1672 0.1594
C -0.6135 5.3811 2.9975 0.0584 0.3352 -0.1404
N -0.8352 4.1983 3.5487 -0.1143 -0.0518 0.3793
C -0.6709 3.1220 2.8092 0.0930 -0.1857 -0.3479
H 0.3533 -3.1473 -4.9069 0.0277 -0.0516 -0.0722
H 2.0615 -3.2321 -4.4054 0.0110 -0.0508 -0.0772
H 1.5452 -2.0116 -5.6075 0.0142 0.0586 -0.0385
H -1.1065 -5.0307 2.9223 -0.0208 -0.0193 0.0675
H -1.5526 -5.3116 1.2241 -0.1109 -0.1371 0.0092
H 0.1571 -5.3962 1.7258 0.0754 -0.1464 0.0637
H 0.5560 0.2874 -1.8474 -0.0388 0.1749 0.1623
H -0.3343 1.0997 1.3282 0.0838 0.1350 -0.2618
H 0.2657 4.4813 -0.1360 0.0033 -0.0108 -0.0130
H -0.0459 6.5167 1.2659 0.0093 0.0834 -0.0178
H -0.7622 6.2337 3.6460 0.0131 0.1325 -0.0218
H -0.8624 2.1744 3.2979 0.0000 -0.1730 -0.0296
```
Positions in Å, forces in eV/Å.

Properties
* SMILES string: CSc1nsc(SC)c1C(=O)NC(=O)Nc1cccnc1
* F_max: 0.94 eV/A
* frontier orbital gap: 8.7 eV
* E_HOMO: -8.7 eV
* LUMO: 0.07 eV

=====

Record 3
Molecular formula: C12H13BClN
Method: DFT, ωB97M-V with the def2-TZVPD basis set

Geometry as XYZ:
```
28
Properties=species:S:1:pos:R:3:forces:R:3
Cl -1.4516 -2.2375 4.7500 -0.1798 -0.1865 0.5876
C -0.8159 -1.6957 3.2564 0.4963 0.4189 -1.2310
C 0.5553 -1.8227 2.9860 -0.3010 0.2854 -0.4171
C 1.0563 -1.4361 1.7324 -0.5096 -0.1996 0.3274
C 0.1922 -0.9359 0.7554 0.0868 0.0765 -0.1954
C 0.6813 -0.5433 -0.6314 -0.5899 -0.2242 -0.1690
C 1.6967 -1.3927 -1.3761 -0.2633 -0.2031 -0.8673
C 1.4691 -1.3484 -2.7095 0.0258 -0.1849 1.0517
C 0.2024 -0.6034 -3.0574 0.0732 0.4556 0.4670
C -0.4496 -0.3807 -1.6736 -0.0800 -0.1710 -0.2970
C -1.1450 -0.7031 1.0872 -0.2668 -0.3031 0.3275
C -1.6747 -1.1167 2.3120 0.7942 0.0034 0.0508
H 1.2217 -2.2084 3.7487 -0.0923 -0.0285 -0.0580
H 2.1222 -1.5262 1.5165 -0.2905 -0.0793 0.1169
H 1.1257 0.4321 -0.5155 0.4042 0.6329 0.1218
H 2.4963 -1.9264 -0.8481 -0.1896 0.3247 -0.4742
H 2.0767 -1.7683 -3.5018 0.1456 -0.1825 0.2604
H -0.4640 -1.1567 -3.7295 0.2465 0.0618 0.0469
H 0.4139 0.3655 -3.5294 0.1053 -0.1777 -0.1012
H -1.2150 -1.1600 -1.5585 0.1593 0.2047 0.2906
H -0.9234 0.6005 -1.5848 -0.0979 -0.1752 -0.0753
H -1.8062 -0.1953 0.3820 0.2103 -0.3144 0.2172
H -2.7256 -0.9770 2.5367 0.1117 -0.0101 0.0353
B -0.4944 5.1657 -0.5177 0.1606 0.6336 -0.9848
C -0.5698 4.1364 0.5504 -0.3815 -2.9996 3.7617
N -0.6610 3.3827 1.4595 0.2889 2.1787 -2.7878
H 0.4722 5.8690 -0.5263 -0.3575 -0.0443 -0.1312
H -1.3859 5.1826 -1.3136 0.2911 0.2079 0.1267
```
Positions in Å, forces in eV/Å.

Properties
* SMILES string: Clc1ccc([C@H]2C=CCC2)cc1.BC#N
* F_max: 4.83 eV/A
* frontier orbital gap: 7.2 eV
* E_HOMO: -8.7 eV
* energy above the lowest of the compared OMol25 structures with the same formula, charge and spin: 0.0 kJ/mol
* LUMO: -1.43 eV

=====

Record 4
Molecular formula: C12H13BrCrO2
Method: DFT, ωB97M-V with the def2-TZVPD basis set

Geometry as XYZ:
```
29
Properties=species:S:1:pos:R:3:forces:R:3
C -0.3306 2.6559 0.4612 0.3226 0.8851 0.9776
C -1.6375 2.3261 0.9764 0.5508 0.2296 1.2512
C -1.4103 1.6063 2.2512 -0.1358 1.3837 0.9154
H -2.5870 2.4636 0.4384 0.5387 0.0686 0.5484
C 0.0421 1.4315 2.3919 -0.9443 1.4886 1.0190
C 0.6747 2.2101 1.3662 -0.8360 -0.1452 -0.7542
H 1.7594 2.3674 1.2266 -0.8248 -0.3280 0.0398
H -0.1136 3.3071 -0.3975 -0.2758 -0.8027 0.2477
H -2.1849 1.1583 2.9332 0.9149 0.6216 -0.8519
H 0.5579 1.0898 3.3231 -0.6736 -0.1212 -1.2011
Cr -0.9980 0.3344 0.7588 2.5162 -3.6639 -1.8228
Br -2.5934 -0.6349 -0.7635 -0.9676 -0.1805 -0.2828
C 0.5324 -0.9184 -2.1588 0.3158 0.4080 -0.1748
C 1.3954 -0.0959 -1.3767 0.0939 0.2017 -0.0789
C 1.3690 1.2103 -1.9819 0.3063 -0.5850 0.0847
H 1.9788 -0.4311 -0.4517 -0.9093 0.6020 -1.5068
C 0.5101 1.1719 -3.1147 0.0996 -0.6566 0.7420
C -0.0392 -0.1397 -3.2158 0.8369 -0.2368 0.6771
H -0.8197 -0.4750 -3.9083 0.3620 0.1526 0.2581
H 0.3865 -1.9714 -1.9242 -0.3284 0.3395 -0.2020
H 1.9673 2.0616 -1.6325 -0.3540 -0.1971 -0.1773
H 0.2505 2.0132 -3.7366 -0.0461 0.2130 -0.1345
C 0.3293 -3.9156 0.9557 -0.2073 0.5013 0.2980
O 0.2356 -2.5621 0.4463 0.6862 -2.0931 -0.3785
C -0.0760 -1.6253 1.3277 -1.6881 2.2857 1.7768
O -0.2196 -1.9024 2.5359 0.4967 -0.2967 -0.7149
H 1.3525 -4.2896 0.8935 0.0494 0.1096 -0.1348
H -0.3392 -4.5424 0.3728 -0.0135 -0.0501 -0.2157
H 0.0075 -3.9033 2.0032 0.1146 -0.1340 -0.2048
```
Positions in Å, forces in eV/Å.

Properties
* F_max: 4.80 eV/A
* frontier orbital gap (spin up / spin down): 4.7 / 4.8 eV
* net charge: -2
* spin multiplicity: 5
* E_HOMO (spin up / spin down): 0.5 / 0.5 eV
* energy above the lowest of the compared OMol25 structures with the same formula, charge and spin: 26.6 kJ/mol
* LUMO (spin up / spin down): 5.28 / 5.24 eV

=====

Record 5
Molecular formula: C12H13CeN
Method: DFT, ωB97M-V with the def2-TZVPD basis set

Geometry as XYZ:
```
27
Properties=species:S:1:pos:R:3:forces:R:3
Ce -0.5220 0.3731 -1.7119 0.6776 0.4231 0.7186
C 0.0892 0.3826 -4.0977 0.0807 -0.5306 0.6278
H -1.0000 0.1761 -4.0405 0.0872 0.3016 -0.5858
H 0.3517 1.4456 -4.1703 -0.2439 -0.0601 -0.3178
H 0.5012 -0.2312 -4.9030 0.0342 0.3600 0.0462
H 0.9448 -0.1565 -3.1098 -0.3068 0.0153 -0.4090
H 1.2699 -0.4323 -2.2120 0.2110 -0.0528 0.5541
C -1.3877 -3.3509 0.7568 0.2565 0.3215 -0.6473
C -1.4163 -2.7204 2.0111 0.0990 -0.0425 -0.2290
C -0.9023 -1.4395 2.1676 0.2505 0.3733 -0.4771
C -0.3682 -0.7671 1.0533 -0.5895 -1.1722 -0.2573
N -0.4322 -1.3640 -0.1868 -0.0469 -0.4137 0.5190
C -0.8939 -2.6393 -0.3407 -0.0097 0.2241 0.9604
C 0.2409 0.5665 1.0919 0.2403 1.1678 0.6128
C 0.2413 1.3237 2.2990 0.0082 -0.2474 -0.7192
C 0.8112 2.6001 2.3291 -0.0769 -0.3787 -0.1578
C 1.3652 3.1590 1.1691 -0.0656 -0.1056 -0.0686
C 1.3449 2.4480 -0.0457 0.1689 -0.0898 0.4513
C 0.8318 1.1439 -0.0717 -0.7997 0.0655 -0.2632
H -1.7371 -4.3741 0.6181 0.0884 0.3181 0.1014
H -1.8234 -3.2478 2.8709 0.0749 0.0917 -0.1624
H -0.8987 -0.9313 3.1311 -0.0330 -0.4406 -0.2263
H -0.8080 -3.0588 -1.3487 -0.1918 0.0443 0.4142
H -0.2144 0.8849 3.1936 0.3490 0.4292 -0.3040
H 0.8184 3.1548 3.2690 0.0279 -0.1252 -0.3378
H 1.8161 4.1547 1.2203 -0.1990 -0.3721 -0.1106
H 1.7776 2.8999 -0.9423 -0.0914 -0.1044 0.2673
```
Positions in Å, forces in eV/Å.

Properties
* F_max: 1.34 eV/A
* frontier orbital gap (spin up / spin down): 6.7 / 6.7 eV
* net charge: +2
* E_HOMO (spin up / spin down): -15.9 / -15.9 eV
* energy above the lowest of the compared OMol25 structures with the same formula, charge and spin: 29.5 kJ/mol
* LUMO (spin up / spin down): -9.21 / -9.19 eV

=====

Record 6
Molecular formula: C12H13FNO
Method: DFT, ωB97M-V with the def2-TZVPD basis set

Geometry as XYZ:
```
28
Properties=species:S:1:pos:R:3:forces:R:3
C -2.1796 -0.5302 2.4365 0.1630 -0.0423 -0.0658
C -1.6453 -1.5618 1.4320 -0.0372 -0.0418 0.0993
C -2.1734 -1.3813 0.0333 -0.1780 -0.1243 -0.0814
O -1.7240 -0.1240 -0.5838 0.0587 0.0435 0.2479
C -0.4975 -0.1022 -1.0702 -0.2156 -0.1161 -0.3161
N -0.2679 -0.7830 -2.1914 -0.0050 -0.0805 0.0633
C 0.9484 -0.8209 -2.8240 -0.0541 -0.1364 -0.2505
C 1.9797 -0.1297 -2.3167 0.2621 0.1936 0.1993
C 1.8079 0.6364 -1.1315 -0.1440 0.0274 0.0337
C 2.8538 1.3880 -0.5589 0.0267 -0.0349 -0.0916
C 2.6355 2.1249 0.5685 -0.0852 -0.0130 0.0724
C 1.3584 2.1262 1.1644 0.1522 0.0929 -0.0171
F 1.1848 2.8671 2.2527 0.0167 0.0379 0.0892
C 0.3156 1.4172 0.6636 -0.1952 -0.0604 -0.0606
C 0.5377 0.6586 -0.5028 0.2917 0.0930 0.0477
H -1.4105 0.1654 2.7662 0.0257 0.0067 -0.0136
H -2.5544 -1.0260 3.3275 -0.0754 0.0390 0.0352
H -2.9866 0.0548 1.9979 -0.1010 0.0227 0.0640
H -0.5537 -1.5989 1.4207 0.0450 0.0342 0.0085
H -1.9666 -2.5631 1.7271 0.0204 -0.0366 -0.0080
H -3.2573 -1.3036 0.0337 -0.0081 0.0695 -0.0657
H -1.8866 -2.2087 -0.6187 0.0353 -0.0106 -0.0229
H -1.0518 -1.2813 -2.5940 -0.0055 0.0023 -0.0262
H 1.0156 -1.4064 -3.7267 -0.1348 -0.0581 0.0003
H 2.9368 -0.1510 -2.8151 0.0389 -0.0123 -0.0155
H 3.8244 1.3752 -1.0348 0.0421 0.0377 0.0356
H 3.4186 2.7158 1.0221 0.0270 0.0174 0.0118
H -0.6618 1.4424 1.1223 0.0336 0.0493 0.0267
```
Positions in Å, forces in eV/Å.

Properties
* SMILES string: CCCOc1[nH+]ccc2ccc(F)cc12
* F_max: 0.40 eV/A
* frontier orbital gap: 8.5 eV
* net charge: +1
* E_HOMO: -12.9 eV
* LUMO: -4.42 eV

=====

F_max of number 4 (C12H13BrCrO2)?
4.80 eV/A